53
Properties=species:S:1:pos:R:3 method="wB97M-V/def2-TZVPD" energy_ev=-36884.6361 relative_energy_ev=2.7655 homo_ha=-0.32848 orbital_gap_ha=0.314 smiles="O=C1c2oc3ccccc3c(=O)c2[C@@H](c2cccnc2)N1CCCN1CCOCC1"
O -1.167 0.843 -3.576
C -0.777 1.139 -2.471
N -0.253 0.293 -1.544
C -0.195 -1.136 -1.726
H -0.835 -1.617 -0.977
C 1.232 -1.683 -1.634
H 1.789 -1.347 -2.508
H 1.731 -1.288 -0.749
C 1.270 -3.214 -1.542
N 1.584 -3.661 -0.195
C 0.511 -3.424 0.758
H 0.268 -2.362 0.781
C 0.974 -3.843 2.153
O 1.352 -5.197 2.192
C 2.377 -5.443 1.258
C 1.943 -5.070 -0.159
H 2.773 -5.242 -0.848
H 1.095 -5.711 -0.459
H 2.604 -6.509 1.324
H 3.271 -4.859 1.524
H 0.165 -3.726 2.876
H 1.825 -3.211 2.451
H -0.398 -3.993 0.491
H 2.063 -3.594 -2.189
H 0.316 -3.637 -1.901
H -0.612 -1.335 -2.717
C 0.101 0.930 -0.292
C -0.250 2.365 -0.556
C -0.755 2.479 -1.808
O -1.180 3.599 -2.380
C -1.103 4.729 -1.623
C -1.548 5.913 -2.212
C -1.497 7.092 -1.502
C -1.006 7.112 -0.199
C -0.566 5.947 0.386
C -0.604 4.736 -0.311
C -0.121 3.499 0.338
O 0.325 3.449 1.471
H -0.179 5.929 1.393
H -0.971 8.041 0.349
H -1.843 8.006 -1.961
H -1.925 5.874 -3.221
C -0.659 0.378 0.889
C -2.024 0.121 0.801
N -2.737 -0.368 1.798
C -2.127 -0.614 2.945
C -0.775 -0.382 3.150
C -0.028 0.122 2.098
H 1.027 0.324 2.216
H -0.318 -0.589 4.104
H -2.755 -1.011 3.730
H -2.567 0.313 -0.116
H 1.178 0.835 -0.098